(1)
# C32H89AlF4N9O17S4

A molecular structure, C32H89AlF4N9O17S4 at a distorted geometry (ωB97M-V/def2-TZVPD, OMol25).

Output
- total charge = +1
- HOMO-LUMO gap (eV) = 1.680
- calculated total energy (a.u.) = -5278.45030

Element x y z (Å)
Al  -17.934  21.914  -7.132
N  -18.538  20.169  -4.993
S  -17.528  19.829  -3.817
O  -16.712  18.656  -3.988
O  -17.777  20.250  -2.446
F  -16.466  20.975  -4.192
S  -19.811  19.191  -4.503
O  -20.740  19.792  -3.580
O  -19.505  17.784  -4.451
F  -20.588  19.357  -5.879
N  -15.411  23.047  -7.179
S  -14.955  23.962  -8.420
O  -13.961  23.349  -9.281
O  -15.008  25.389  -8.366
F  -16.337  23.758  -9.235
S  -13.984  23.151  -6.304
O  -13.795  24.395  -5.624
O  -12.842  22.494  -6.868
F  -14.429  22.206  -5.097
C  -22.833  22.057  0.909
C  -22.455  21.429  -0.466
C  -22.260  22.527  -1.545
O  -23.461  23.218  -1.632
C  -23.637  23.945  -2.814
N  -21.211  20.719  -0.213
H  -22.974  21.334  1.708
H  -23.809  22.542  0.816
H  -22.167  22.890  1.136
H  -23.276  20.804  -0.810
H  -22.017  22.009  -2.487
H  -21.417  23.218  -1.392
H  -24.406  24.708  -2.696
H  -23.917  23.363  -3.699
H  -22.706  24.476  -3.052
H  -20.807  20.393  -1.096
H  -20.474  21.362  0.072
C  -17.074  26.848  -5.672
C  -17.295  25.340  -5.686
C  -18.268  24.878  -4.649
O  -18.257  23.462  -4.524
C  -19.154  23.087  -3.485
N  -17.816  24.968  -7.037
H  -18.011  27.387  -5.832
H  -16.286  27.133  -6.365
H  -16.798  27.133  -4.652
H  -16.385  24.758  -5.525
H  -19.306  25.153  -4.883
H  -17.985  25.339  -3.695
H  -19.447  22.048  -3.616
H  -20.095  23.634  -3.607
H  -18.727  23.240  -2.494
H  -17.343  25.653  -7.632
H  -18.751  25.386  -7.052
C  -22.983  14.111  0.651
C  -22.417  14.107  -0.750
C  -21.441  15.260  -0.977
O  -22.101  16.508  -0.833
C  -21.683  17.461  -1.808
N  -21.788  12.834  -1.082
H  -22.219  14.017  1.432
H  -23.484  13.143  0.760
H  -23.604  14.942  0.970
H  -23.267  14.373  -1.394
H  -20.977  15.176  -1.969
H  -20.568  15.173  -0.319
H  -22.214  17.301  -2.751
H  -20.605  17.413  -1.966
H  -21.970  18.446  -1.444
H  -22.444  12.067  -0.955
H  -21.682  12.792  -2.094
C  -13.871  19.020  -7.121
C  -15.048  19.865  -7.605
C  -15.174  20.186  -9.099
O  -16.228  21.093  -9.414
C  -16.399  21.228  -10.818
N  -16.330  19.333  -7.103
H  -13.727  18.165  -7.786
H  -14.043  18.650  -6.115
H  -12.981  19.650  -7.133
H  -14.967  20.804  -7.037
H  -15.324  19.253  -9.656
H  -14.260  20.661  -9.467
H  -17.398  21.619  -10.995
H  -16.188  20.345  -11.423
H  -15.669  21.980  -11.138
H  -16.060  18.722  -6.321
H  -16.660  18.678  -7.818
C  -17.876  15.293  -6.628
C  -16.369  15.441  -6.723
C  -15.825  15.595  -8.152
O  -16.058  14.503  -9.002
C  -15.427  13.309  -8.611
N  -15.849  16.559  -5.941
H  -18.224  14.969  -5.647
H  -18.174  14.454  -7.262
H  -18.326  16.232  -6.959
H  -16.019  14.487  -6.309
H  -14.787  15.939  -8.112
H  -16.405  16.398  -8.622
H  -15.467  12.539  -9.378
H  -15.923  12.928  -7.711
H  -14.369  13.395  -8.336
H  -15.104  16.231  -5.335
H  -16.531  16.959  -5.298
C  -15.767  19.519  0.811
C  -16.590  20.784  1.119
C  -16.352  22.023  0.270
O  -15.251  22.712  0.848
C  -15.018  23.940  0.208
N  -17.963  20.298  0.993
H  -15.941  19.199  -0.212
H  -16.030  18.777  1.562
H  -14.729  19.841  0.960
H  -16.439  21.041  2.169
H  -17.249  22.647  0.330
H  -16.083  21.817  -0.772
H  -14.404  24.566  0.852
H  -15.900  24.584  0.063
H  -14.642  23.811  -0.811
H  -18.108  19.810  0.103
H  -17.986  19.479  1.601
C  -22.266  16.058  -6.724
C  -21.948  17.136  -7.782
C  -21.766  16.494  -9.160
O  -21.367  17.431  -10.152
C  -20.652  16.857  -11.221
N  -22.888  18.239  -7.814
H  -21.489  15.290  -6.744
H  -23.281  15.735  -6.944
H  -22.145  16.451  -5.714
H  -21.001  17.675  -7.670
H  -22.689  16.074  -9.580
H  -21.035  15.684  -9.084
H  -19.654  16.560  -10.888
H  -20.633  17.523  -12.080
H  -21.162  15.961  -11.597
H  -22.958  18.711  -6.908
H  -23.837  17.875  -7.909
C  -16.476  16.053  -1.242
C  -17.957  16.342  -1.166
O  -18.099  17.584  -0.512
H  -16.026  15.737  -0.298
H  -16.052  17.047  -1.409
H  -16.153  15.336  -1.995
H  -18.486  15.595  -0.570
H  -18.370  16.436  -2.177
H  -18.909  17.621  0.005
C  -25.419  18.025  -4.067
C  -24.727  18.873  -5.098
O  -23.303  18.879  -4.935
H  -26.407  17.675  -4.387
H  -25.755  18.611  -3.207
H  -24.826  17.139  -3.849
H  -25.042  19.920  -5.130
H  -25.003  18.410  -6.054
H  -23.133  19.796  -4.703



(2)
# C32H89N3O15

11 unconnected molecules or ions with the total composition C32H89N3O15 at a distorted geometry (ωB97M-V/def2-TZVPD, OMol25).

Output
- total charge = 0
- structure (SMILES) = COC[C@H](C)N.COC[C@H](C)N.COC[C@H](C)N.CC(C)O.CC(C)O.CC(C)O.CC(C)O.OCCO.OCCO.OCCO.OCCO
- HOMO-LUMO gap (eV) = 8.054
- calculated total energy (a.u.) = -2565.34732

Element x y z (Å)
C  1.260  -3.042  3.751
O  1.358  -4.318  3.148
C  1.828  -4.257  1.818
C  2.441  -5.612  1.465
C  3.560  -5.957  2.457
N  2.964  -5.610  0.114
H  2.272  -2.635  3.819
H  0.877  -3.131  4.768
H  0.576  -2.368  3.224
H  1.002  -4.058  1.120
H  2.607  -3.505  1.644
H  1.678  -6.400  1.578
H  3.209  -6.293  3.430
H  4.193  -5.072  2.545
H  4.142  -6.785  2.044
H  2.253  -5.421  -0.590
H  3.364  -6.507  -0.127
C  -0.949  4.836  -2.889
O  0.396  4.425  -2.754
C  0.818  3.636  -3.857
C  2.165  2.989  -3.520
C  2.664  2.244  -4.762
N  1.941  2.017  -2.442
H  -1.178  5.454  -2.022
H  -1.638  4.000  -3.030
H  -1.053  5.516  -3.746
H  0.062  2.873  -4.076
H  0.888  4.301  -4.732
H  2.876  3.746  -3.190
H  2.965  2.963  -5.530
H  1.875  1.604  -5.153
H  3.575  1.676  -4.574
H  1.536  1.129  -2.748
H  1.217  2.412  -1.843
C  -2.496  1.550  0.119
O  -1.739  0.422  0.443
C  -1.261  -0.318  -0.645
C  -0.237  -1.313  -0.130
C  0.988  -0.551  0.389
N  0.222  -2.233  -1.186
H  -2.747  2.119  1.012
H  -3.419  1.219  -0.371
H  -1.955  2.224  -0.561
H  -2.065  -0.825  -1.203
H  -0.835  0.372  -1.391
H  -0.664  -1.935  0.660
H  1.407  0.066  -0.411
H  1.767  -1.230  0.744
H  0.700  0.044  1.258
H  -0.603  -2.808  -1.401
H  0.328  -1.641  -2.018
C  -5.132  0.447  2.158
C  -5.076  -0.796  1.280
C  -5.866  -1.958  1.841
O  -5.409  -0.504  -0.080
H  -4.398  0.306  2.957
H  -6.116  0.546  2.626
H  -4.864  1.374  1.660
H  -4.021  -1.088  1.256
H  -5.854  -2.837  1.195
H  -6.940  -1.720  1.823
H  -5.594  -2.173  2.872
H  -6.320  -0.187  -0.112
C  -1.079  4.830  0.820
C  0.124  4.387  1.660
C  0.490  2.940  1.345
O  1.237  5.239  1.389
H  -1.991  4.407  1.242
H  -0.908  4.471  -0.197
H  -1.148  5.917  0.798
H  -0.092  4.496  2.724
H  1.373  2.666  1.925
H  0.635  2.757  0.276
H  -0.303  2.241  1.612
H  1.534  5.052  0.489
C  -1.993  2.846  6.188
C  -2.437  1.841  5.160
C  -1.566  1.883  3.897
O  -2.409  0.534  5.760
H  -0.949  2.730  6.491
H  -2.588  2.853  7.098
H  -2.007  3.830  5.708
H  -3.486  1.971  4.864
H  -1.993  1.208  3.150
H  -0.571  1.541  4.192
H  -1.490  2.869  3.446
H  -2.394  -0.111  5.043
C  -4.684  2.607  -2.579
C  -4.514  2.191  -4.006
C  -5.816  1.748  -4.637
O  -4.033  3.342  -4.718
H  -5.517  3.311  -2.479
H  -3.867  3.139  -2.083
H  -4.856  1.769  -1.899
H  -3.748  1.403  -4.086
H  -5.701  1.360  -5.650
H  -6.501  2.599  -4.670
H  -6.339  0.987  -4.048
H  -4.057  3.157  -5.663
O  3.366  1.087  1.509
C  3.563  1.861  0.330
C  4.420  1.062  -0.650
O  5.777  1.084  -0.225
H  3.151  1.671  2.240
H  2.605  2.190  -0.090
H  4.121  2.766  0.601
H  4.337  1.488  -1.653
H  4.063  0.036  -0.715
H  6.213  1.926  -0.361
O  0.814  -0.579  -3.572
C  1.926  -1.447  -3.960
C  3.033  -1.496  -2.901
O  2.886  -2.594  -2.041
H  0.248  -0.449  -4.338
H  1.561  -2.458  -4.149
H  2.273  -1.027  -4.909
H  3.074  -0.555  -2.335
H  4.007  -1.561  -3.391
H  2.098  -2.426  -1.482
O  6.666  -1.028  1.569
C  6.188  -0.869  2.915
C  4.941  -1.700  3.142
O  3.936  -1.435  2.184
H  6.239  -0.370  1.000
H  7.013  -1.210  3.542
H  6.027  0.206  3.047
H  4.562  -1.443  4.140
H  5.186  -2.759  3.105
H  3.944  -0.484  1.994
O  -2.153  -3.849  -1.232
C  -2.054  -5.206  -1.708
C  -0.890  -5.873  -1.009
O  0.366  -5.389  -1.487
H  -3.083  -3.619  -1.166
H  -3.011  -5.695  -1.510
H  -1.865  -5.196  -2.786
H  -0.923  -6.949  -1.180
H  -0.939  -5.692  0.068
H  0.414  -4.454  -1.219



(3)
# C32H90F6N17O12P5S2Sr

A molecular structure, C32H90F6N17O12P5S2Sr at a distorted geometry (ωB97M-V/def2-TZVPD, OMol25).

Output
- total charge = 0
- HOMO-LUMO gap (eV) = 6.460
- calculated total energy (a.u.) = -6240.03380

Element x y z (Å)
Sr  3.048  2.679  1.584
N  5.081  3.670  -1.502
O  4.863  4.645  -2.186
O  4.469  3.320  -0.518
O  6.025  3.010  -1.899
C  2.394  0.228  -1.600
F  3.516  0.884  -1.401
F  2.174  -0.091  -2.858
F  2.459  -0.889  -0.942
S  0.933  1.382  -0.864
O  1.361  2.709  -1.081
O  -0.338  0.969  -1.467
N  1.122  1.223  0.787
S  0.138  0.122  1.173
O  -0.186  -0.948  0.196
O  0.504  -0.382  2.550
C  -1.484  1.045  1.641
F  -2.451  0.212  1.993
F  -1.316  1.813  2.719
F  -1.917  1.812  0.668
O  -0.302  -5.653  -3.674
P  -1.618  -5.137  -3.228
N  -2.471  -4.437  -4.580
C  -2.357  -2.956  -4.672
C  -2.892  -5.183  -5.796
N  -1.733  -4.079  -1.894
C  -0.586  -4.068  -0.928
C  -3.070  -3.560  -1.388
N  -2.629  -6.418  -2.655
C  -2.126  -7.505  -1.762
C  -4.064  -6.351  -2.669
H  -3.099  -2.644  -5.408
H  -1.452  -2.751  -5.243
H  -2.393  -2.388  -3.742
H  -3.829  -5.740  -5.826
H  -2.229  -6.001  -6.078
H  -3.017  -4.524  -6.655
H  0.050  -3.201  -1.112
H  -0.957  -3.904  0.083
H  0.080  -4.888  -1.197
H  -2.951  -2.591  -0.902
H  -3.962  -3.511  -2.013
H  -3.341  -4.120  -0.493
H  -1.037  -7.462  -1.737
H  -2.488  -7.511  -0.734
H  -2.285  -8.505  -2.165
H  -4.499  -7.343  -2.799
H  -4.499  -5.593  -3.320
H  -4.326  -6.185  -1.624
O  2.090  4.892  2.292
P  1.560  6.206  1.934
N  -0.110  6.382  2.182
C  -0.820  5.344  2.877
C  -0.817  7.561  1.933
N  1.731  6.766  0.308
C  2.942  7.188  -0.267
C  0.825  6.084  -0.643
N  2.230  7.497  2.809
C  1.983  8.943  2.586
C  2.989  7.105  3.974
H  -1.446  5.734  3.680
H  -0.135  4.736  3.468
H  -1.370  4.706  2.186
H  -0.435  8.239  1.170
H  -0.855  8.166  2.839
H  -1.857  7.354  1.679
H  3.401  6.199  -0.233
H  2.781  7.738  -1.194
H  3.460  7.903  0.372
H  0.852  6.678  -1.556
H  1.120  5.046  -0.797
H  -0.202  6.052  -0.279
H  2.826  9.551  2.911
H  1.961  9.220  1.532
H  1.084  9.182  3.154
H  3.707  6.364  3.625
H  2.357  6.773  4.798
H  3.537  7.934  4.423
O  3.861  0.006  1.931
P  4.943  -1.041  1.919
N  5.930  -1.055  0.486
C  6.877  -0.017  0.226
C  5.569  -1.876  -0.693
N  4.289  -2.606  2.101
C  2.844  -2.747  1.750
C  4.957  -3.771  2.662
N  6.051  -0.993  3.227
C  7.466  -1.532  3.169
C  5.521  -0.874  4.616
H  7.861  -0.377  -0.075
H  6.980  0.634  1.094
H  6.450  0.558  -0.596
H  4.497  -2.049  -0.791
H  6.169  -2.779  -0.802
H  5.894  -1.291  -1.553
H  2.714  -3.452  0.929
H  2.300  -3.142  2.608
H  2.385  -1.844  1.346
H  5.785  -3.817  1.956
H  5.411  -3.727  3.652
H  4.510  -4.756  2.529
H  7.396  -2.534  2.747
H  8.011  -0.903  2.466
H  7.982  -1.514  4.129
H  4.579  -0.327  4.585
H  6.224  -0.257  5.176
H  5.395  -1.807  5.165
O  -4.111  -5.299  1.528
P  -3.517  -5.317  2.846
N  -4.678  -5.944  3.950
C  -4.662  -5.662  5.406
C  -5.928  -6.307  3.379
N  -3.168  -3.694  3.319
C  -1.970  -3.028  2.979
C  -4.271  -2.722  3.630
N  -2.090  -6.189  3.129
C  -1.349  -6.223  4.438
C  -1.539  -6.899  2.000
H  -3.628  -5.404  5.634
H  -5.128  -6.472  5.967
H  -5.209  -4.800  5.787
H  -5.831  -6.405  2.298
H  -6.589  -5.442  3.446
H  -6.282  -7.221  3.855
H  -1.585  -2.303  3.696
H  -1.240  -3.816  2.793
H  -2.206  -2.537  2.035
H  -4.921  -3.169  4.382
H  -3.931  -1.819  4.137
H  -4.776  -2.433  2.708
H  -1.732  -7.099  4.962
H  -0.283  -6.345  4.244
H  -1.551  -5.277  4.940
H  -2.003  -6.530  1.086
H  -1.736  -7.971  2.014
H  -0.460  -6.780  1.910
O  -2.534  6.261  -4.000
P  -2.225  4.814  -4.176
N  -2.745  3.951  -5.622
C  -4.094  3.431  -5.674
C  -2.114  4.127  -6.965
N  -2.804  3.802  -2.918
C  -3.318  4.328  -1.633
C  -2.723  2.308  -2.988
N  -0.555  4.544  -4.095
C  0.405  5.619  -4.133
C  0.026  3.167  -4.131
H  -4.729  4.164  -5.176
H  -4.127  2.542  -5.044
H  -4.470  3.085  -6.636
H  -1.070  3.823  -7.032
H  -2.389  5.156  -7.197
H  -2.555  3.422  -7.669
H  -3.868  5.221  -1.928
H  -4.111  3.664  -1.289
H  -2.546  4.405  -0.868
H  -3.739  1.921  -3.071
H  -2.314  2.009  -3.954
H  -2.104  1.947  -2.167
H  1.444  5.296  -4.072
H  0.304  6.159  -5.075
H  0.204  6.351  -3.350
H  -0.515  2.508  -4.810
H  -0.006  2.866  -3.084
H  1.093  3.358  -4.244